P.
{"formula": "C4H6FN", "method": "the ωB97M-V functional and the def2-TZVPD basis", "elements": ["C", "N", "H", "F", "H", "H", "C", "C", "C", "H", "H", "H"], "coordinates": [[1.2472, 0.5348, -1.3861], [0.2188, 0.9880, -0.8108], [-1.3913, -0.9009, -1.0139], [0.2351, -0.4424, 2.5803], [1.7245, -0.3034, -1.0208], [-1.4434, -1.5175, 0.5572], [-0.2404, 0.2381, 0.3005], [0.4261, 0.2814, 1.4438], [-1.4589, -0.6095, 0.0489], [-2.3382, -0.0635, 0.0440], [1.6639, 0.9343, -2.3168], [1.3566, 0.8605, 1.5737]], "mulliken_charge": [-0.35, -0.48, 0.33, -0.26, 0.34, 0.35, 0.34, -0.11, -1.07, 0.31, 0.25, 0.35], "multiplicity": 1, "lumo_energy_ev": 1.0446, "smiles": "C=N/C(C)=C/F", "e_homo_ha": -0.33155}

Q.
{"formula": "C4H6FN", "method": "the ωB97M-V functional and the def2-TZVPD basis", "elements": ["H", "H", "H", "H", "F", "C", "C", "C", "C", "H", "H", "N"], "coordinates": [[0.6731, 1.7376, -0.9979], [-2.5070, -0.4363, 1.4481], [2.3034, 1.0984, -0.8781], [-0.2122, -0.2782, -1.6271], [-0.4324, 0.8317, 1.8078], [0.7276, -0.2329, 0.1230], [-0.5650, -0.1061, 0.8711], [1.2377, 0.8582, -0.7883], [-1.6849, -0.7167, 0.7352], [-1.7595, -1.5036, -0.0162], [1.4548, -0.8642, 0.6701], [0.7644, -0.3879, -1.3478]], "mulliken_charge": [0.23, 0.26, 0.23, 0.29, -0.26, -0.03, 0.27, -0.33, -0.69, 0.28, 0.30, -0.55], "multiplicity": 1, "lumo_energy_ev": 1.1088, "smiles": "C=C(F)[C@@H]1CN1", "e_homo_ha": -0.36165}

Of them, the most stable is P and the least stable is Q.

P.
{"formula": "C6H16N3", "method": "the ωB97M-V functional and the def2-TZVPD basis", "elements": ["H", "H", "H", "H", "C", "N", "H", "H", "N", "H", "H", "C", "C", "C", "H", "H", "H", "C", "H", "H", "H", "N", "H", "C", "H"], "coordinates": [[-0.9245, -2.5336, 0.0583], [-2.8322, -0.7566, -0.0605], [1.8854, -1.2238, -2.9767], [-2.3374, 0.9532, 0.9183], [1.6729, 2.5874, -1.3302], [0.9538, 0.3936, -0.2887], [1.5028, -1.3777, -0.5449], [0.3115, 2.1573, 0.1411], [1.4484, -0.4755, -2.4254], [2.5690, 2.8380, -0.7777], [2.0136, 2.1735, -2.3903], [-1.3538, -2.3459, 1.1162], [-1.2224, -0.8585, 1.3948], [1.3647, -0.5153, -1.0708], [0.2603, 0.0863, 0.7685], [1.0791, 3.5393, -1.2015], [0.7372, -1.0336, 2.3094], [-0.0951, -0.3411, 2.0097], [-2.4406, -2.5745, 1.2203], [1.3252, 0.4535, -2.9825], [-0.8398, -2.8894, 1.9949], [0.7725, 1.6918, -0.5933], [-0.1142, 0.6378, 2.3384], [-2.4557, -0.1728, 0.8510], [-3.2809, -0.4135, 1.5216]], "mulliken_charge": [0.30, 0.37, 0.24, 0.29, -0.71, 0.07, 0.53, 0.23, -0.42, 0.31, 0.17, -1.17, 0.88, -0.05, 0.03, 0.30, 0.31, -0.81, 0.41, 0.24, 0.35, -0.46, 0.41, -1.26, 0.45], "multiplicity": 1, "lumo_energy_ev": -3.0612, "charge": 1, "e_homo_ha": -0.44404}

Q.
{"formula": "C6H16N3", "method": "the ωB97M-V functional and the def2-TZVPD basis", "elements": ["H", "H", "H", "C", "N", "H", "N", "C", "H", "C", "N", "C", "H", "H", "H", "H", "H", "C", "H", "H", "H", "C", "H", "H", "H"], "coordinates": [[3.1873, -0.4907, 0.7426], [2.1255, -0.1884, -1.9168], [2.1367, 2.1415, 0.0217], [1.2446, 1.6969, 0.2424], [-0.8265, -1.1828, 0.2106], [-0.5478, -1.8272, -0.5273], [-2.3091, 1.6257, -1.0091], [1.0703, 0.2178, -0.0213], [-1.8674, 1.2074, -1.9425], [2.0830, -0.6449, 0.8225], [-0.1844, -0.1810, 0.6064], [-1.6868, -1.9893, 1.0915], [0.5432, 2.1684, -0.3775], [-1.8410, -3.0038, 0.7061], [0.9115, 1.8440, 1.2015], [-3.0708, 2.1796, -1.0814], [0.5218, 0.3383, -2.1835], [1.1178, -0.1995, -1.5102], [1.8700, -0.4787, 1.8326], [-2.6807, -1.5349, 1.2729], [1.9565, -1.6942, 0.5026], [-1.4888, 1.3937, -0.0389], [-1.7249, 1.8574, 0.8945], [-1.2316, -2.0440, 1.9996], [0.6918, -1.2113, -1.5389]], "mulliken_charge": [0.38, 0.42, 0.48, -2.00, 0.05, 0.26, -0.23, 1.69, 0.32, -1.57, -0.18, -0.93, 0.47, 0.36, 0.54, 0.18, 0.34, -1.55, 0.48, 0.27, 0.35, -0.38, 0.44, 0.38, 0.43], "multiplicity": 1, "lumo_energy_ev": [-3.9421, -3.9421], "charge": 1, "e_homo_ha": [-0.46675, -0.46678]}

Of them, the most stable is P and the least stable is Q.

P.
{"formula": "C5H11NO", "method": "the ωB97M-V functional and the def2-TZVPD basis", "elements": ["H", "C", "H", "C", "C", "H", "H", "H", "O", "C", "H", "N", "H", "H", "H", "H", "H", "C"], "coordinates": [[-1.6426, -0.2218, 2.5788], [0.7141, -0.3540, 0.4165], [2.5845, 1.2582, -1.1266], [1.3476, -0.5116, -1.0057], [-1.3181, 0.6198, 1.9800], [-1.4191, -1.6002, 0.4135], [2.2705, -1.0723, -0.9139], [1.5347, -0.1029, 1.1588], [0.6009, -1.1142, -1.9696], [-1.3102, -0.7492, -0.2940], [-0.7951, 1.2135, -0.1729], [1.8461, 0.7552, -1.6383], [-0.7942, -1.0614, -1.2808], [1.9911, 0.5371, -2.5990], [-2.1255, 1.3382, 1.8987], [-2.3526, -0.3759, -0.4220], [-0.4862, 1.1113, 2.4904], [-0.6461, 0.3303, 0.4862]], "lowdin_spin": [0.00, 0.02, 0.00, 0.07, 0.01, 0.00, 0.04, 0.00, 0.73, 0.08, 0.00, 0.01, 0.02, 0.00, 0.00, 0.00, 0.00, 0.01], "multiplicity": 2, "lumo_energy_ev": [-8.2013, -8.1914], "charge": 1, "e_homo_ha": [-0.52721, -0.52532], "s2": 0.759}

Q.
{"formula": "C5H11NO", "method": "the ωB97M-V functional and the def2-TZVPD basis", "elements": ["C", "H", "H", "H", "C", "C", "C", "H", "H", "C", "H", "H", "H", "O", "H", "N", "H", "H"], "coordinates": [[0.8598, 1.1649, 1.5194], [1.2225, -2.0549, 1.1013], [1.4016, 0.2710, 1.2074], [1.4829, 2.0274, 1.2386], [-1.9352, -0.5316, -0.1731], [-0.7937, 0.2220, -0.2883], [-0.5083, 1.2136, 0.8420], [-1.1944, 0.8479, 1.6181], [1.8772, 0.5739, -2.1333], [0.9235, 0.8788, -1.7068], [-2.2533, -1.4337, -0.6856], [-0.8820, 2.1965, 0.5069], [0.6382, 1.9372, -1.5895], [0.7309, -2.5392, 0.4255], [0.8974, 1.2353, 2.6012], [0.2253, -0.0298, -1.1611], [-2.7895, -0.0775, 0.3271], [0.5556, -1.8678, -0.2328]], "lowdin_spin": [0.00, 0.00, 0.00, 0.00, 0.44, 0.17, 0.04, 0.00, 0.00, 0.04, 0.02, 0.02, 0.01, 0.02, 0.00, 0.21, 0.02, 0.00], "multiplicity": 2, "lumo_energy_ev": [-5.4935, -8.1540], "charge": 1, "e_homo_ha": [-0.55092, -0.55128], "s2": 0.764}

R.
{"formula": "C5H11NO", "method": "the ωB97M-V functional and the def2-TZVPD basis", "elements": ["N", "H", "H", "C", "C", "H", "H", "H", "H", "H", "C", "H", "H", "O", "H", "C", "C", "H"], "coordinates": [[-2.2002, 0.6133, 1.2799], [-3.0222, 0.2716, 1.7682], [-1.3280, 0.8748, 1.7216], [-0.6183, 0.4899, -0.5483], [0.6106, -0.1475, 0.1462], [-0.0433, -2.0656, -0.1466], [1.9184, 1.3145, -1.0629], [-0.6663, 0.3364, -1.6196], [2.7394, 0.2205, 0.0070], [1.8690, -1.8579, -0.4015], [0.8337, -1.5281, -0.5389], [-0.3823, 1.5577, -0.5732], [0.4761, -0.1291, 1.2207], [-2.5519, -0.9703, -0.2439], [0.7067, -1.4237, -1.6100], [-1.9679, 0.0867, 0.0720], [1.8118, 0.7799, -0.1112], [1.8149, 1.5769, 0.6406]], "lowdin_spin": [0.09, 0.00, 0.00, 0.06, 0.01, 0.00, 0.00, 0.00, 0.00, 0.00, 0.00, 0.01, 0.00, 0.75, 0.00, 0.07, 0.01, 0.00], "multiplicity": 2, "lumo_energy_ev": [-4.9280, -9.1790], "charge": 1, "e_homo_ha": [-0.56882, -0.56842], "s2": 0.756}

S.
{"formula": "C5H11NO", "method": "the ωB97M-V functional and the def2-TZVPD basis", "elements": ["N", "H", "H", "H", "H", "O", "C", "C", "H", "C", "H", "H", "H", "H", "H", "C", "H", "C"], "coordinates": [[-1.8655, -0.6555, 0.0216], [-1.3327, -1.5181, -0.0795], [2.2852, 2.7522, 1.5695], [0.0278, 3.2435, 0.6717], [3.8628, -4.0182, -0.3665], [2.9486, -3.6754, -0.3622], [0.4372, 2.2330, 0.5730], [-1.2403, 0.4254, 0.6436], [3.1755, -2.8241, 0.0336], [-2.5084, -0.2800, -1.2478], [-2.7312, 0.7968, -1.3625], [-1.1437, 0.3479, 1.7166], [2.4312, 1.6168, 0.1429], [-1.9748, -0.6333, -2.1334], [-0.3285, 0.9472, -1.1140], [-0.3823, 1.2256, -0.0600], [-3.5238, -0.6882, -1.2634], [1.7753, 2.1687, 0.8203]], "lowdin_spin": [0.41, 0.02, 0.00, 0.01, 0.00, 0.00, 0.02, 0.13, 0.00, 0.05, 0.00, 0.01, 0.00, 0.01, 0.00, 0.23, 0.03, 0.07], "multiplicity": 2, "lumo_energy_ev": [-4.2006, -7.8125], "charge": 1, "e_homo_ha": [-0.50939, -0.50620], "s2": 0.768}

Of them, the most stable is R and the least stable is P.

P.
{"formula": "C5H11NO", "method": "the ωB97M-V functional and the def2-TZVPD basis", "elements": ["H", "C", "H", "H", "O", "H", "C", "H", "N", "C", "C", "H", "H", "H", "H", "H", "C", "H"], "coordinates": [[-0.2898, 0.8151, 3.8999], [-0.0467, 0.8037, 2.8224], [2.1068, -0.5137, 1.1106], [-1.1376, -2.5595, -1.6134], [-1.2643, -0.7596, -0.6621], [-0.9709, -0.1776, -3.6576], [1.2512, 1.4667, 1.0812], [-0.6681, 0.1675, 2.1462], [0.9678, 1.5416, 2.4711], [-0.8197, -1.5296, -1.8313], [-1.3030, -1.1613, -3.2595], [1.9653, 0.2430, -0.5546], [-0.9382, -1.9137, -3.9766], [0.2556, -1.4970, -1.8254], [-0.7766, 0.0856, -0.6888], [1.1702, 2.3712, 0.4554], [1.7537, 0.3298, 0.5184], [-2.3893, -1.1915, -3.2832]], "lowdin_spin": [0.00, 0.02, 0.01, 0.00, 0.04, 0.00, 0.19, 0.01, 0.31, 0.00, 0.00, 0.02, 0.00, 0.00, 0.00, 0.01, 0.39, 0.00], "multiplicity": 2, "lumo_energy_ev": [-4.9901, -9.0543], "charge": 1, "e_homo_ha": [-0.51638, -0.51122], "s2": 0.764}

Q.
{"formula": "C5H11NO", "method": "the ωB97M-V functional and the def2-TZVPD basis", "elements": ["H", "H", "H", "H", "C", "C", "H", "N", "C", "H", "H", "H", "C", "H", "H", "C", "H", "O"], "coordinates": [[2.5678, -1.3151, -0.5218], [2.1182, -0.0310, 0.6971], [-1.0121, -1.7492, -0.5636], [0.1884, -2.4359, -1.7154], [0.0277, 0.8144, 1.5649], [-0.3354, -1.5021, -1.3721], [-0.8795, -1.0832, -2.2121], [-1.3420, 0.2167, 0.6956], [1.7681, -0.8289, 0.0729], [-3.2066, 2.3776, 0.6180], [0.9408, 0.1058, -1.7090], [1.4422, -1.5748, 0.8116], [-0.3079, 0.6963, 0.0499], [-2.9416, 3.0632, 0.5261], [-0.4380, 0.5387, 2.5016], [0.5881, -0.4161, -0.8047], [-0.2598, 1.7018, -0.4502], [1.0815, 1.4218, 1.8112]], "lowdin_spin": [0.01, 0.00, 0.00, 0.00, 0.00, 0.01, 0.00, 0.67, 0.02, 0.00, 0.00, 0.00, 0.13, 0.00, 0.00, 0.12, 0.05, -0.03], "multiplicity": 2, "lumo_energy_ev": [-7.6601, -8.4870], "charge": 1, "e_homo_ha": [-0.59678, -0.59743], "s2": 0.768}

R.
{"formula": "C5H11NO", "method": "the ωB97M-V functional and the def2-TZVPD basis", "elements": ["H", "H", "C", "C", "H", "H", "H", "H", "C", "H", "H", "C", "H", "C", "H", "N", "O", "H"], "coordinates": [[-1.5048, -1.6400, 1.4745], [0.6189, -1.4293, -1.3366], [-1.3609, -0.5934, 1.2403], [-0.0735, 0.8266, -0.2108], [-0.5521, -2.4548, -0.6570], [-0.7203, -0.2490, 2.0553], [-2.3052, -0.0506, 1.2383], [0.9033, 2.1164, -1.6845], [0.5589, 1.0943, -1.5803], [-0.2239, 1.0462, -2.3348], [1.3995, 0.4257, -1.7334], [0.0910, -1.6078, -0.4109], [0.8316, -1.8762, 0.3540], [1.0435, 1.0774, 0.8787], [-0.8083, 1.5952, 0.0432], [-0.6823, -0.4429, -0.0475], [0.9372, 1.8458, 1.7661], [1.8474, 0.3161, 0.9454]], "lowdin_spin": [0.00, 0.00, 0.05, 0.08, 0.01, 0.02, 0.01, 0.00, 0.01, 0.00, 0.00, 0.06, 0.03, 0.08, 0.01, 0.49, 0.12, 0.02], "multiplicity": 2, "lumo_energy_ev": [-3.9552, -7.8937], "charge": 1, "e_homo_ha": [-0.54882, -0.55487], "s2": 0.758}

S.
{"formula": "C5H11NO", "method": "the ωB97M-V functional and the def2-TZVPD basis", "elements": ["H", "C", "H", "C", "H", "N", "H", "H", "H", "H", "C", "C", "C", "O", "H", "H", "H", "H"], "coordinates": [[0.8597, -1.0429, -0.2363], [0.5244, 0.6751, -1.3278], [-2.0648, -0.5634, 0.1351], [0.0447, -0.8311, 2.0543], [0.9183, -0.5653, 2.6415], [0.4766, -0.1052, -0.2089], [1.4507, 0.8754, -3.2160], [0.2959, -1.8049, 1.6189], [-2.3093, 0.5208, 1.5567], [2.3537, -0.2712, -2.1483], [-1.7659, 0.3602, 0.6231], [-0.2555, 0.2327, 1.0076], [1.3794, 0.0973, -2.4667], [0.0323, 1.7803, -1.4051], [-1.9846, 1.2695, 0.0686], [-0.0247, 1.2194, 1.4195], [-0.8010, -1.0411, 2.7037], [0.8699, -0.8056, -2.8199]], "lowdin_spin": [0.01, 0.01, 0.00, 0.00, 0.00, 0.51, 0.00, 0.00, 0.01, 0.00, 0.09, 0.09, -0.01, 0.24, 0.00, 0.03, 0.00, 0.00], "multiplicity": 2, "lumo_energy_ev": [-3.2218, -9.0748], "charge": 1, "e_homo_ha": [-0.58813, -0.57943], "s2": 0.769}

Of them, the most stable is S and the least stable is Q.